1.
5 unconnected molecules or ions with the total composition C23H45Cl2NO15 in a non-equilibrium geometry, computed with ωB97M-V with the def2-TZVPD basis set.

Each line ends with the Löwdin charge.
Atoms and positions in Å:
C: 2.3076 0.5242 -1.4804  -0.075
C: 2.0593 -1.0465 -1.7637  -0.364
C: 3.2449 -1.7209 -2.6580  -0.090
C: 0.5915 -1.4096 -2.2740  -0.161
C: 0.0244 -0.5280 -3.4845  -0.290
C: 1.1103 0.0008 -4.5321  -0.084
C: -0.9368 0.6984 -3.0051  -0.146
O: -2.2071 0.5816 -3.6931  -0.100
N: -3.3061 0.6835 -2.9154  -0.134
C: -3.4872 1.9497 -2.2133  -0.381
O: -2.9815 2.2995 -1.1331  0.110
O: -4.3012 2.9409 -2.8693  0.053
C: -3.7151 -0.5194 -2.1904  -0.573
Cl: -2.8720 -0.8351 -0.5847  0.566
C: -3.6318 -1.8907 -3.0743  -0.625
C: -5.1265 -2.2986 -3.5326  -0.146
Cl: -3.0050 -3.3191 -2.0614  0.497
H: 3.1959 0.8225 -2.1560  0.072
H: 2.6785 0.7058 -0.4105  0.076
H: 1.4337 1.1960 -1.7579  0.065
H: 2.1708 -1.5564 -0.7325  0.121
H: 3.6844 -2.6346 -2.1116  0.076
H: 4.0897 -0.9966 -2.8908  0.070
H: 2.7778 -2.1470 -3.6221  0.060
H: 0.4608 -2.5165 -2.5514  0.110
H: -0.1156 -1.2416 -1.3773  0.086
H: -0.6820 -1.2203 -4.0833  0.129
H: 0.5150 0.4406 -5.4204  0.092
H: 1.7155 0.8899 -4.1218  0.082
H: 1.7862 -0.7981 -4.9741  0.073
H: -0.4210 1.6496 -3.4137  0.134
H: -0.9764 0.8200 -1.8792  0.106
H: -5.2350 2.6430 -2.8986  0.115
H: -4.8334 -0.4000 -1.9348  0.126
H: -3.0205 -1.7871 -4.0243  0.102
H: -5.8662 -2.1932 -2.6647  0.085
H: -5.1699 -3.3826 -3.9069  0.079
H: -5.3889 -1.6044 -4.4053  0.091
C: 1.0206 0.8246 3.1151  -0.037
O: 1.9634 1.2390 4.1050  -0.033
C: 3.0961 1.7594 3.6053  -0.598
O: 3.3581 1.8937 2.4367  0.123
O: 3.8855 2.1041 4.6360  -0.003
C: 5.1341 2.6758 4.2500  -0.046
H: 0.1492 0.4223 3.6334  0.093
H: 0.7003 1.6744 2.5082  0.104
H: 1.4426 0.0376 2.4864  0.096
H: 4.9778 3.5990 3.6880  0.099
H: 5.7205 1.9630 3.6664  0.098
H: 5.6861 2.9145 5.1594  0.093
C: 1.1082 -5.5242 -5.0417  -0.043
O: 1.7718 -4.4995 -5.7799  -0.011
C: 2.4642 -4.9441 -6.8409  -0.603
O: 2.5585 -6.0929 -7.1946  0.124
O: 3.0331 -3.8851 -7.4392  -0.004
C: 3.8071 -4.2110 -8.5922  -0.047
H: 0.5838 -5.0499 -4.2114  0.087
H: 0.3738 -6.0361 -5.6671  0.099
H: 1.8303 -6.2346 -4.6336  0.100
H: 3.1805 -4.6705 -9.3596  0.098
H: 4.6369 -4.8691 -8.3261  0.099
H: 4.2167 -3.2827 -8.9913  0.093
C: -3.7456 -1.6607 6.9072  -0.046
O: -2.8077 -1.2511 7.9008  0.001
C: -1.6744 -0.7292 7.4058  -0.600
O: -1.4095 -0.5903 6.2367  0.114
O: -0.8874 -0.3884 8.4384  0.003
C: 0.3612 0.1839 8.0549  -0.036
H: -4.6187 -2.0650 7.4201  0.094
H: -4.0636 -0.8087 6.3026  0.099
H: -3.3214 -2.4449 6.2765  0.098
H: 0.2053 1.1086 7.4950  0.086
H: 0.9480 -0.5274 7.4697  0.101
H: 0.9149 0.4208 8.9637  0.096
C: -0.1702 3.4194 5.4759  -0.042
O: -0.2688 4.3095 4.3650  0.003
C: -1.0986 5.3463 4.5616  -0.600
O: -1.7343 5.5655 5.5628  0.122
O: -1.0969 6.0969 3.4481  -0.001
C: -1.9425 7.2433 3.5147  -0.048
H: 0.5241 2.6228 5.2057  0.071
H: 0.2248 3.9382 6.3524  0.103
H: -1.1408 2.9695 5.6973  0.102
H: -1.6189 7.9150 4.3128  0.098
H: -2.9837 6.9467 3.6580  0.098
H: -1.8617 7.7720 2.5645  0.093

Atoms 1-2, force components in eV/Å:
1.103 -0.315 -0.682
0.579 -0.665 0.866

Results
2S+1: 1
SMILES: CC(C)C[C@H](C)CON(C(=O)O)[C@H](Cl)[C@H](C)Cl.COC(=O)OC.COC(=O)OC.COC(=O)OC.COC(=O)OC
maximum force: 0.088 hartree/bohr
molar mass: 646.5 g mol⁻¹
total charge: 0
E_LUMO: 0.36 eV
gap between HOMO and LUMO: 0.3735 Ha

2.
A molecular structure, C23H45Cl3N2O4PRuSi in a non-equilibrium geometry, computed with ωB97M-V with the def2-TZVPD basis set.

Each line ends with the Löwdin charge.
Atoms and positions in Å:
C: -1.9380 -3.8683 -4.0455  -0.051
C: -0.8210 -3.1641 -3.2314  -0.244
H: -1.6904 -3.7883 -5.1230  0.076
H: -3.0376 -3.5258 -3.9102  0.089
H: -1.8600 -4.9860 -3.7324  0.102
C: 0.5449 -3.3887 -3.3621  -0.110
C: 1.0452 -4.5277 -4.2364  -0.142
H: 1.3165 -2.6499 -2.9524  0.113
H: 1.1315 -4.2389 -5.3023  0.066
H: 0.5359 -5.5250 -4.2386  0.073
H: 2.0765 -4.7778 -3.9501  0.055
Ru: -0.3531 2.1312 0.8262  0.733
Cl: -2.4510 1.8445 1.5727  -0.035
Cl: -0.6989 3.8338 -0.6375  -0.102
C: 0.0037 0.0458 3.0961  -0.322
O: 0.6665 0.5434 2.1564  -0.171
N: 0.5672 -0.6350 4.1006  -0.170
C: 2.0344 -0.7274 4.1912  -0.024
C: -0.2549 -1.4972 4.9721  -0.043
H: -1.0790 0.1793 3.1297  0.087
H: 2.4750 0.2951 4.2679  0.104
H: 2.3988 -1.2313 3.2693  0.077
H: 2.2547 -1.3113 5.1065  0.092
H: -1.2813 -1.1041 5.0317  0.090
H: 0.1533 -1.5053 6.0087  0.092
H: -0.3232 -2.5492 4.6016  0.089
H: 2.2266 0.8406 -2.7908  0.086
H: 3.6291 -1.1924 -1.7463  0.094
C: 2.8537 1.4490 -2.0726  -0.029
C: 4.0097 -0.4885 -0.9974  -0.056
N: 3.0865 0.6441 -0.8675  -0.174
H: 2.3294 2.3819 -1.7311  0.098
C: 2.5801 1.0644 0.3248  -0.306
O: 1.9179 2.1240 0.4406  -0.188
H: 4.0822 -1.0100 -0.0475  0.067
H: 2.8573 0.4582 1.2140  0.134
H: 3.8287 1.6827 -2.5982  0.104
H: 5.0088 -0.1721 -1.3264  0.094
O: -0.9614 -1.2655 -3.0838  -0.295
C: -1.3169 -2.2175 -2.1214  -0.320
C: 0.6969 -1.6591 -0.6329  -0.210
C: -0.5875 -2.2161 -0.7860  -0.243
H: 1.0286 -0.9009 -1.3519  0.049
C: 1.5134 -2.0448 0.4334  -0.100
H: -2.3968 -2.1726 -2.0061  0.135
C: -1.1598 -2.9415 0.2710  -0.024
H: 2.5696 -1.6996 0.4538  0.067
C: 1.0014 -2.8644 1.4356  -0.114
C: -0.3751 -3.1674 1.4337  -0.094
H: -2.2077 -3.3506 0.2047  0.130
H: 1.6740 -3.2805 2.1997  0.101
H: -0.8695 -3.6270 2.2989  0.089
Si: -1.9253 0.2886 -3.2876  0.529
Cl: -0.5157 0.5389 -0.5793  0.354
C: -0.5739 1.4370 -3.9035  -0.184
C: -3.0943 1.3320 -2.1328  -0.225
C: -2.8183 -0.6828 -4.6054  -0.175
H: 0.4073 0.9370 -4.0046  0.015
H: -0.4273 2.3915 -3.3285  0.018
H: -0.9407 1.7553 -4.9160  0.038
H: -2.1506 -1.2363 -5.2817  0.041
H: -3.3427 0.0759 -5.2176  0.028
H: -3.5604 -1.4509 -4.2760  0.036
H: -3.7367 0.7480 -1.4754  0.012
H: -3.7822 1.9441 -2.7787  0.042
H: -2.5946 2.0779 -1.4742  -0.066
C: 0.7225 4.8753 4.5249  -0.179
P: -0.4856 4.1198 3.4387  0.603
C: -1.4971 3.0648 4.5217  -0.194
C: -1.4453 5.4183 2.5951  -0.186
O: 0.3456 3.4125 2.3417  -0.558
H: 0.2401 5.5041 5.2757  0.055
H: 1.4606 5.4508 3.9631  0.064
H: 1.2314 4.0596 5.0389  0.055
H: -1.6619 3.5776 5.4746  0.055
H: -2.4569 2.8206 4.0373  0.009
H: -0.8850 2.1655 4.6898  0.044
H: -0.8196 5.9680 1.8726  0.058
H: -2.2838 5.0059 2.0213  0.038
H: -1.8444 6.1545 3.3067  0.051

Atoms 1-2, force components in eV/Å:
0.263 -1.337 0.545
0.902 -2.941 1.834

Results
2S+1: 6
⟨S²⟩: 8.76
maximum force: 0.122 hartree/bohr
molar mass: 680.1 g mol⁻¹
total charge: 0
energy relative to the best compared isomer or geometry (same formula, charge and spin): 77.8 kcal/mol
E_LUMO (spin up / spin down): 0.25 / 0.04 eV
gap between HOMO and LUMO (spin up / spin down): 0.2339 / 0.2495 Ha

3.
5 unconnected molecules or ions with the total composition C23H45ClO11S in a non-equilibrium geometry, computed with ωB97M-V with the def2-TZVPD basis set.

Each line ends with the Löwdin charge.
Atoms and positions in Å:
C: 1.1231 0.5904 3.5074  -0.099
C: 0.8042 1.1685 2.1043  -0.695
Cl: 1.8703 2.5269 1.7073  0.671
C: -0.6727 1.5661 2.0297  -0.191
O: -0.8990 2.3976 0.8820  0.006
C: -2.1617 2.6133 0.4743  -0.547
O: -2.4549 2.8890 -0.6710  0.131
O: -3.0403 2.5736 1.5062  0.014
C: -4.3311 2.0125 1.2393  -0.170
C: -4.4908 0.6471 1.8971  -0.220
C: -5.8527 0.0317 1.4919  -0.552
S: -5.7580 -1.3656 0.3351  0.715
H: 0.2530 0.6618 4.1774  0.077
H: 1.3968 -0.4709 3.4401  0.084
H: 1.9412 1.1420 3.9777  0.045
H: 0.9930 0.3782 1.3717  0.066
H: -1.2492 0.6393 1.9073  0.136
H: -0.9799 2.0897 2.9432  0.134
H: -5.0738 2.7081 1.6562  0.138
H: -4.5027 1.9559 0.1572  0.131
H: -3.6801 -0.0273 1.6004  0.093
H: -4.4686 0.7661 2.9895  0.120
H: -6.4781 0.7980 1.0088  0.064
H: -6.4034 -0.3163 2.3727  0.065
H: -4.4546 -1.2818 0.0440  -0.164
C: -1.7834 -0.5841 -3.6535  -0.051
C: -2.1871 -0.1640 -2.2562  -0.229
O: -2.1181 -1.2427 -1.3041  -0.029
C: -0.9687 -1.6068 -0.6954  -0.527
C: 0.3348 -0.9932 -1.1413  0.018
O: -1.0318 -2.4465 0.1632  0.095
H: -0.7353 -0.8808 -3.6949  0.070
H: -1.9305 0.2477 -4.3420  0.091
H: -2.3863 -1.4201 -4.0024  0.062
H: -1.6157 0.6930 -1.9054  0.098
H: -3.2355 0.1309 -2.2386  0.116
H: 0.7852 -1.6418 -1.8920  0.101
H: 1.0120 -0.9346 -0.2958  0.053
H: 0.2286 0.0038 -1.5593  0.083
C: 6.3075 1.2781 -2.5489  -0.061
C: 5.8954 1.7362 -1.1664  -0.224
O: 4.5670 1.3138 -0.8256  0.006
C: 4.3044 0.1074 -0.3056  -0.525
C: 5.3772 -0.9544 -0.2928  0.019
O: 3.1935 -0.1106 0.1024  0.068
H: 6.3510 0.1913 -2.6188  0.068
H: 7.2926 1.6746 -2.7947  0.083
H: 5.5928 1.6341 -3.2908  0.084
H: 6.6023 1.4243 -0.3966  0.114
H: 5.8426 2.8226 -1.1294  0.125
H: 5.2626 -1.5937 -1.1673  0.098
H: 5.2409 -1.5620 0.5985  0.086
H: 6.3903 -0.5625 -0.2724  0.073
C: 5.0901 0.8165 4.5143  -0.055
C: 5.4839 -0.1047 3.3791  -0.233
O: 6.7491 0.2431 2.8064  -0.011
C: 7.9303 -0.1707 3.3077  -0.530
C: 7.9715 -0.8454 4.6581  0.015
O: 8.9229 0.0535 2.6730  0.106
H: 5.7857 0.7472 5.3510  0.070
H: 4.0934 0.5618 4.8751  0.070
H: 5.0831 1.8500 4.1686  0.089
H: 5.4703 -1.1549 3.6760  0.117
H: 4.7756 0.0025 2.5580  0.107
H: 8.1983 -0.0885 5.4082  0.097
H: 8.7814 -1.5699 4.6452  0.092
H: 7.0515 -1.3513 4.9381  0.069
C: -8.1843 -0.5913 -3.5995  -0.061
C: -7.8603 -1.5843 -4.6963  -0.237
O: -6.5866 -1.3329 -5.2980  0.002
C: -5.4334 -1.7946 -4.7729  -0.519
C: -5.4293 -2.4354 -3.4053  0.013
O: -4.4199 -1.6343 -5.3956  0.098
H: -7.4790 -0.6613 -2.7712  0.058
H: -9.1865 -0.7742 -3.2111  0.082
H: -8.1420 0.4245 -3.9921  0.084
H: -7.9215 -2.6155 -4.3465  0.111
H: -8.5675 -1.4842 -5.5178  0.122
H: -5.1729 -1.6713 -2.6720  0.058
H: -4.6523 -3.1952 -3.3920  0.097
H: -6.3698 -2.8927 -3.1121  0.071

Atoms 1-2, force components in eV/Å:
-0.210 -0.047 -0.032
-0.321 -0.708 0.309

Results
2S+1: 1
SMILES: C[C@H](Cl)COC(=O)OCCCS.CCOC(C)=O.CCOC(C)=O.CCOC(C)=O.CCOC(C)=O
maximum force: 0.031 hartree/bohr
molar mass: 565.1 g mol⁻¹
total charge: 0
energy relative to the best compared isomer or geometry (same formula, charge and spin): 0.0 kcal/mol
E_LUMO: 0.58 eV
gap between HOMO and LUMO: 0.3601 Ha